1:
Molecular formula: C3H7N3Si
Method: DFT, ωB97M-V/def2-TZVPD

Geometry (Å):
C -1.050 0.743 2.267
C -0.964 -0.614 2.581
C 1.552 0.391 -1.841
N -0.673 0.898 0.976
N -0.603 -1.268 1.473
N -0.340 -0.300 0.568
Si -0.043 -0.608 -1.921
H -1.242 1.555 2.843
H -1.122 -1.174 3.539
H 1.377 1.489 -1.969
H 2.048 0.450 -0.787
H 2.320 0.174 -2.581
H -1.398 -0.079 -2.217
H 0.137 -1.655 -2.931

Calculated values
Spin multiplicity: 1
Molar mass in g mol⁻¹: 113.20


2:
Molecular formula: C3H7N3Si
Method: DFT, ωB97M-V/def2-TZVPD

Geometry (Å):
C -0.175 -0.103 0.315
C -0.374 0.371 -1.095
C 1.086 0.783 -1.557
N 1.880 -0.239 1.617
N 1.898 0.862 -0.318
N 1.289 0.203 0.664
Si -1.285 -0.959 1.571
H -0.957 -0.404 -1.692
H -1.033 1.245 -1.152
H 1.567 -0.011 -2.269
H 1.332 1.793 -2.047
H -0.718 -1.707 2.773
H -2.420 -2.005 1.038
H -2.090 0.171 2.151

Calculated values
Spin multiplicity: 1
Molar mass in g mol⁻¹: 113.20


So which one wins? Going from most stable to least: 1, 2.